#one
C5H12O2 | ωB97M-V/def2-TZVPD

```
! wB97M-V def2-TZVPD RIJCOSX def2/J DEFGRID3
* xyz 0 1
C 2.288 0.169 1.407
C 0.841 0.525 1.081
C 0.380 0.057 -0.304
O 0.654 -1.316 -0.518
C -1.112 0.352 -0.515
C -1.679 -0.267 -1.796
O -1.786 -0.196 0.617
H 2.454 -0.906 1.290
H 2.997 0.690 0.752
H 2.525 0.441 2.442
H 0.173 0.077 1.824
H 0.690 1.611 1.149
H 0.945 0.588 -1.082
H 0.076 -1.805 0.084
H -1.233 1.450 -0.528
H -2.029 -1.284 -1.586
H -2.525 0.309 -2.186
H -0.924 -0.344 -2.580
H -2.735 -0.151 0.450
*
```

Results
Orbital gap: 0.401 hartree
Structure (SMILES): CC[C@@H](O)[C@@H](C)O
E_HOMO: -10.1 eV
E_LUMO: 0.807 eV



#two
C5H12O2 | ωB97M-V/def2-TZVPD

```
! wB97M-V def2-TZVPD RIJCOSX def2/J DEFGRID3
* xyz 0 1
C 0.236 1.396 -2.733
C -0.589 0.750 -1.644
O -0.015 -0.476 -1.255
C -0.665 -0.831 1.234
C -0.314 -1.217 2.633
O 0.834 -0.413 2.766
C 1.037 -0.329 1.377
H 0.334 0.703 -3.573
H 1.238 1.643 -2.362
H -0.241 2.314 -3.081
H -1.597 0.516 -2.002
H -0.685 1.437 -0.788
H -1.310 0.052 1.143
H -1.230 -1.654 0.724
H -1.047 -1.007 3.399
H -0.028 -2.275 2.647
H 0.763 -0.256 -0.721
H 1.819 -1.045 1.027
H 1.459 0.694 1.207
*
```

Results
Orbital gap: 0.386 hartree
E_HOMO: -9.6 eV
E_LUMO: 0.938 eV



#three
C5H12O2 | ωB97M-V/def2-TZVPD

```
! wB97M-V def2-TZVPD RIJCOSX def2/J DEFGRID3
* xyz 0 1
C 0.939 2.041 2.419
C 1.413 2.769 3.415
C -0.383 1.299 2.500
C -0.719 0.623 1.195
C -1.659 -0.290 0.987
H 1.535 1.842 1.532
H 2.301 3.378 3.308
H 0.818 2.874 4.317
H -1.138 2.065 2.722
H -0.416 0.601 3.322
H -0.315 1.180 0.349
H -1.796 -0.755 0.026
H -2.384 -0.489 1.767
H 1.919 -2.069 -4.203
H 1.952 -2.221 -2.760
O 1.366 -1.855 -3.439
H -1.780 -3.363 -5.530
H -0.432 -3.555 -6.065
O -1.220 -4.074 -5.863
*
```

Results
Orbital gap: 0.363 hartree
Structure (SMILES): C=CCC=C.O.O
E_HOMO: -9.3 eV
E_LUMO: 0.568 eV



#four
C5H12O2 | ωB97M-V/def2-TZVPD

```
! wB97M-V def2-TZVPD RIJCOSX def2/J DEFGRID3
* xyz 0 1
C -2.675 0.933 -0.210
C -1.199 1.011 -0.607
C -0.568 -0.144 0.108
O -0.632 -1.272 -0.340
C 1.817 0.553 -0.462
C 2.564 -0.435 0.016
O 1.313 -2.405 1.111
H -3.262 1.709 -0.702
H -3.067 -0.049 -0.492
H -2.789 1.045 0.874
H -0.755 1.971 -0.323
H -1.074 0.861 -1.684
H -0.196 0.050 1.134
H 0.564 -2.133 0.541
H 1.586 1.435 0.131
H 1.420 0.520 -1.473
H 2.978 -0.413 1.019
H 2.805 -1.311 -0.574
H 1.169 -1.926 1.934
*
```

Results
Orbital gap: 0.371 hartree
Structure (SMILES): CCC=O.C=C.O
E_HOMO: -9.6 eV
E_LUMO: 0.520 eV



The winner here is #one, beating the second structure by 35.5 kcal/mol.



#one
C5H12O2 | ωB97M-V/def2-TZVPD

```
! wB97M-V def2-TZVPD RIJCOSX def2/J DEFGRID3
* xyz 0 1
C -0.734 1.363 2.261
C -0.850 -0.248 0.779
C -0.068 0.363 -0.302
O 1.021 0.979 0.135
C 0.372 -1.054 -1.007
C 0.685 -0.723 -2.461
O 1.480 -1.488 -0.292
H -0.145 1.477 3.179
H -1.232 2.298 1.996
H -1.519 0.643 2.533
H -0.297 -0.932 1.420
H -1.922 -0.437 0.683
H -0.713 0.914 -1.014
H 0.136 1.249 1.479
H -0.394 -1.842 -0.964
H 1.379 0.123 -2.491
H 1.155 -1.590 -2.934
H -0.222 -0.462 -3.017
H 1.868 -0.632 0.018
*
```

Results
Orbital gap: 0.316 hartree
E_HOMO: -9.0 eV
E_LUMO: -0.433 eV



#two
C5H12O2 | ωB97M-V/def2-TZVPD

```
! wB97M-V def2-TZVPD RIJCOSX def2/J DEFGRID3
* xyz 0 1
C 0.189 -0.248 2.211
C -0.119 -1.386 1.246
C -1.105 -0.984 0.194
O 1.465 1.317 -0.568
C -0.901 -0.899 -1.098
C 0.520 2.115 -1.245
O 0.351 -1.055 -1.667
H 0.709 0.547 1.670
H -0.729 0.163 2.655
H 0.821 -0.611 3.025
H 0.793 -1.767 0.770
H -0.569 -2.218 1.803
H -2.109 -0.774 0.556
H 1.364 0.389 -0.847
H -1.733 -0.741 -1.788
H 0.654 2.148 -2.337
H -0.533 1.849 -1.070
H 0.642 3.139 -0.886
H 0.289 -0.983 -2.624
*
```

Results
Orbital gap: 0.353 hartree
Structure (SMILES): CC/C=C\O.CO
E_HOMO: -9.0 eV
E_LUMO: 0.580 eV



The winner here is #two, beating the second structure by 73.8 kcal/mol.



#one
C5H12O2 | ωB97M-V/def2-TZVPD

```
! wB97M-V def2-TZVPD RIJCOSX def2/J DEFGRID3
* xyz 0 1
O 0.718 -0.924 2.055
C 1.365 -0.799 1.002
C 0.544 -0.953 -0.293
C -0.531 0.229 -0.192
C -0.072 1.641 -0.656
C 0.312 1.647 -2.192
H 2.361 -0.451 1.093
H -0.031 -1.937 -0.173
H 1.128 -0.874 -1.204
H -0.905 0.252 0.831
H -1.385 0.018 -0.778
H 0.626 2.040 0.138
H -0.880 2.411 -0.607
H 0.258 0.630 -2.660
H 1.350 1.794 -2.490
H -0.232 2.374 -2.837
H -1.040 -1.884 3.378
H -1.711 -2.762 2.360
O -1.877 -2.453 3.224
*
```

Results
Orbital gap: 0.397 hartree
Structure (SMILES): CCCCC=O.O
E_HOMO: -10.3 eV
E_LUMO: 0.560 eV



#two
C5H12O2 | ωB97M-V/def2-TZVPD

```
! wB97M-V def2-TZVPD RIJCOSX def2/J DEFGRID3
* xyz 0 1
C -0.511 -1.848 0.930
C -0.541 -0.689 -0.155
C -0.563 0.641 0.566
O 0.501 0.662 1.505
C -0.360 1.645 -0.549
C 0.784 1.023 -1.320
O 0.359 -0.345 -1.403
H -0.603 -2.865 0.534
H 0.298 -1.826 1.665
H -1.438 -1.688 1.523
H -1.448 -0.886 -0.712
H 1.642 -1.746 -0.132
H -1.529 0.755 1.069
H 0.694 1.587 1.707
H -0.199 2.664 -0.195
H -1.247 1.614 -1.192
H 1.747 1.135 -0.793
H 0.910 1.487 -2.313
H 1.506 -1.318 -0.737
*
```

Results
Orbital gap: 0.376 hartree
Structure (SMILES): C[C@@H]1OCC[C@@H]1O.[H][H]
E_HOMO: -9.5 eV
E_LUMO: 0.785 eV



#three
C5H12O2 | ωB97M-V/def2-TZVPD

```
! wB97M-V def2-TZVPD RIJCOSX def2/J DEFGRID3
* xyz 0 1
C 0.444 -0.618 1.672
C 0.266 -0.332 0.373
C 1.313 0.442 -0.287
C 2.019 -0.044 -1.328
C 3.395 0.328 -1.717
H 0.060 -1.530 2.128
H 1.210 -0.293 2.367
H -0.361 -0.990 -0.220
H 1.661 1.373 0.157
H 1.467 -0.567 -2.111
H 4.156 -0.437 -1.538
H 3.799 1.154 -1.117
H 3.421 0.719 -2.747
H -4.277 0.582 -1.380
H -5.351 0.634 -0.253
O -4.790 0.054 -0.763
H -2.246 0.077 1.774
H -3.124 -0.713 2.687
O -3.063 0.161 2.303
*
```

Results
Orbital gap: 0.349 hartree
Structure (SMILES): C=C/C=C/C.O.O
E_HOMO: -8.6 eV
E_LUMO: 0.887 eV



#four
C5H12O2 | ωB97M-V/def2-TZVPD

```
! wB97M-V def2-TZVPD RIJCOSX def2/J DEFGRID3
* xyz 0 1
C 1.948 -0.013 -2.796
C 1.270 -0.913 -1.757
C 1.832 -1.662 -0.793
C -1.024 -0.737 -0.667
C -0.051 -0.412 -1.653
H 2.569 -0.713 -3.380
H 2.709 0.632 -2.242
H 1.199 0.542 -3.295
H 2.700 -2.204 -0.983
H 1.419 -1.793 0.222
H -1.802 -0.151 -0.025
H -1.148 -1.793 -0.246
H -0.515 -0.028 -2.640
H -0.678 2.655 5.980
H -0.009 1.692 5.054
O 0.159 2.218 5.858
H -3.716 0.983 1.825
H -3.700 0.621 0.460
O -3.162 1.076 1.082
*
```

Results
Orbital gap: 0.281 hartree
Structure (SMILES): C=CC(=C)C.O.O
E_HOMO: -7.7 eV
E_LUMO: -0.053 eV



The winner here is #one, beating the second structure by 22.3 kcal/mol.



#one
C9H14O | ωB97M-V/def2-TZVPD

```
! wB97M-V def2-TZVPD RIJCOSX def2/J DEFGRID3
* xyz 1 2
C -2.358 1.467 -0.921
C 0.898 1.122 1.807
C 1.021 0.648 0.467
C -0.351 1.602 2.261
C -0.022 0.674 -0.393
C -1.398 1.643 1.401
C -1.285 1.164 0.066
O 1.980 1.093 2.530
H 2.000 0.320 0.141
H 1.859 1.400 3.440
H -0.489 1.990 3.261
H 0.075 0.230 -1.371
H -2.345 2.051 1.728
H -2.211 0.924 -1.851
H -2.328 2.549 -1.070
H -3.347 1.235 -0.518
C 0.439 -2.634 -1.800
C 1.657 -2.360 -0.901
H -0.156 -1.754 -2.026
H 0.800 -2.941 -2.782
H -0.243 -3.376 -1.391
H 2.034 -3.355 -0.657
H 1.407 -1.925 0.063
H 2.362 -1.770 -1.482
*
```

Results
Orbital gap (spin up / spin down): 0.375 / 0.266 hartree
<S²>: 0.767
E_HOMO (spin up / spin down): -14.0 / -14.6 eV
E_LUMO (spin up / spin down): -3.734 / -7.399 eV



#two
C9H14O | ωB97M-V/def2-TZVPD

```
! wB97M-V def2-TZVPD RIJCOSX def2/J DEFGRID3
* xyz 1 2
C 2.919 -1.655 -0.008
C -0.527 -1.755 -1.280
C -1.288 -1.789 -0.162
C 0.874 -1.900 -1.271
C 1.471 -1.729 -0.056
C -0.608 -1.688 1.075
C 0.785 -1.652 1.169
H -0.987 -1.714 -2.279
H -2.404 -1.677 -0.046
H 1.452 -2.014 -2.118
H -1.157 -1.755 2.027
H 3.151 -2.030 0.965
H 3.265 -0.666 -0.044
H 1.208 -1.812 2.043
H 3.489 -2.197 -0.712
C -1.454 2.310 -0.216
C -1.352 3.362 0.896
O -1.201 3.038 -1.503
H -1.016 1.403 -0.080
H -2.578 1.957 -0.507
H -1.424 4.374 0.623
H -0.237 3.136 -1.616
H -0.411 3.299 1.305
H -1.972 3.155 1.797
*
```

Results
Orbital gap (spin up / spin down): 0.324 / 0.158 hartree
<S²>: 0.767
E_HOMO (spin up / spin down): -13.0 / -13.0 eV
E_LUMO (spin up / spin down): -4.213 / -8.722 eV



#three
C9H14O | ωB97M-V/def2-TZVPD

```
! wB97M-V def2-TZVPD RIJCOSX def2/J DEFGRID3
* xyz 1 2
C 0.755 -1.543 2.466
C -2.407 0.194 0.312
C -2.572 -0.013 1.711
C -1.261 -0.216 -0.414
C -1.529 -0.547 2.393
C -0.194 -0.715 0.303
C -0.333 -0.922 1.684
O -3.269 0.924 -0.360
H -4.046 1.148 0.187
H -3.506 0.265 2.172
H -1.181 0.013 -1.457
H -1.557 -0.730 3.460
H 0.659 -0.911 -0.328
H 1.722 -1.543 1.975
H 0.508 -2.592 2.702
H 0.880 -1.139 3.446
C 2.431 0.642 -3.138
C 1.920 1.440 -1.926
H 1.670 0.668 -3.914
H 3.366 1.014 -3.553
H 2.608 -0.390 -2.868
H 2.414 2.396 -1.819
H 2.066 0.932 -0.969
H 0.855 1.625 -2.064
*
```

Results
Orbital gap (spin up / spin down): 0.374 / 0.260 hartree
<S²>: 0.767
E_HOMO (spin up / spin down): -14.0 / -14.5 eV
E_LUMO (spin up / spin down): -3.796 / -7.441 eV



The winner here is #one, beating the second structure by 2.5 kcal/mol.



#one
C9H14O | ωB97M-V/def2-TZVPD

```
! wB97M-V def2-TZVPD RIJCOSX def2/J DEFGRID3
* xyz 1 2
C 0.027 3.546 1.736
C 0.672 2.420 0.939
O -0.412 4.533 0.854
H -0.680 3.339 2.563
H 0.598 4.110 2.496
H 0.601 2.694 -0.118
H -1.293 4.397 0.484
H 0.156 1.460 0.745
H 1.670 2.199 1.387
C 0.109 -1.059 -2.911
C -1.055 -2.775 0.266
C -0.198 -2.237 1.262
C -0.983 -2.457 -1.102
C 0.007 -1.571 -1.494
C 0.840 -1.499 0.799
C 0.951 -1.110 -0.526
H -1.840 -3.533 0.416
H -0.339 -2.485 2.361
H -1.744 -2.990 -1.707
H 1.653 -1.262 1.484
H 1.070 -0.985 -3.396
H -0.485 -0.136 -2.954
H 1.949 -0.604 -0.818
H -0.364 -1.805 -3.555
*
```

Results
Orbital gap (spin up / spin down): 0.305 / 0.158 hartree
<S²>: 0.768
E_HOMO (spin up / spin down): -12.8 / -12.8 eV
E_LUMO (spin up / spin down): -4.532 / -8.533 eV



#two
C9H14O | ωB97M-V/def2-TZVPD

```
! wB97M-V def2-TZVPD RIJCOSX def2/J DEFGRID3
* xyz 1 2
C -1.691 1.088 2.924
C -1.264 0.785 4.360
H -1.491 0.242 2.283
H -2.678 1.551 2.895
H -1.087 1.863 2.455
H -0.634 -0.089 4.432
H -2.121 0.552 4.998
H -0.792 1.651 4.818
C 2.933 0.724 -0.197
C 0.633 -0.158 0.246
C 1.680 0.102 -0.691
C -0.580 -0.577 -0.215
C 1.494 -0.061 -2.087
C -0.780 -0.760 -1.610
C 0.304 -0.577 -2.514
O -1.937 -1.104 -2.136
H 0.784 0.016 1.302
H -1.375 -0.782 0.488
H 3.481 -0.069 0.330
H 2.683 1.501 0.517
H 2.276 0.151 -2.790
H 0.222 -0.751 -3.580
H -2.431 -1.728 -1.576
H 3.532 1.098 -1.016
*
```

Results
Orbital gap (spin up / spin down): 0.378 / 0.246 hartree
<S²>: 0.766
E_HOMO (spin up / spin down): -14.1 / -14.3 eV
E_LUMO (spin up / spin down): -3.869 / -7.582 eV



The winner here is #two, beating the second structure by 51.3 kcal/mol.



#one
C9H14O | ωB97M-V/def2-TZVPD

```
! wB97M-V def2-TZVPD RIJCOSX def2/J DEFGRID3
* xyz 1 2
C 2.902 -0.560 1.222
C 1.638 0.193 1.679
H 2.837 -1.566 1.629
H 3.112 -0.477 0.157
H 3.764 -0.044 1.650
H 0.852 -0.066 0.959
H 1.209 -0.068 2.640
H 1.794 1.273 1.711
C -0.432 -0.445 -2.981
C -1.737 -0.817 0.492
C -1.623 0.519 0.964
C -1.398 -1.194 -0.778
C -1.006 -0.174 -1.652
C -1.104 1.554 0.152
C -0.817 1.150 -1.144
O -1.745 0.637 2.292
H -2.174 -1.563 1.140
H -1.625 -2.203 -1.090
H -0.702 2.502 0.470
H -2.498 1.133 2.581
H -0.291 -1.522 -3.132
H 0.561 -0.050 -3.222
H -0.540 1.921 -1.853
H -0.975 -0.133 -3.884
*
```

Results
Orbital gap (spin up / spin down): 0.372 / 0.242 hartree
<S²>: 0.766
E_HOMO (spin up / spin down): -14.3 / -14.5 eV
E_LUMO (spin up / spin down): -4.159 / -7.898 eV



#two
C9H14O | ωB97M-V/def2-TZVPD

```
! wB97M-V def2-TZVPD RIJCOSX def2/J DEFGRID3
* xyz 1 2
C -3.854 -0.819 1.548
C -0.445 0.874 -0.318
C -1.144 -0.137 -0.989
C -0.885 1.360 0.963
C -2.208 -0.700 -0.347
C -1.943 0.783 1.600
C -2.628 -0.275 0.959
H 0.322 1.415 -0.849
H -0.890 -0.405 -2.009
H -0.410 2.235 1.380
H -2.749 -1.515 -0.800
H -2.278 1.252 2.519
H -4.591 -1.111 0.801
H -4.292 -0.098 2.245
H -3.638 -1.669 2.210
C 3.481 -0.044 -1.499
C 4.139 0.789 -0.416
O 3.454 -1.396 -1.020
H 2.443 0.282 -1.658
H 4.077 0.003 -2.415
H 4.120 1.838 -0.690
H 3.333 -2.025 -1.749
H 5.195 0.518 -0.355
H 3.682 0.591 0.555
*
```

Results
Orbital gap (spin up / spin down): 0.310 / 0.170 hartree
<S²>: 0.768
E_HOMO (spin up / spin down): -12.9 / -12.9 eV
E_LUMO (spin up / spin down): -4.420 / -8.238 eV



The winner here is #two, beating the second structure by 3.0 kcal/mol.



#one
C16H23NO2 | ωB97M-V/def2-TZVPD

```
! wB97M-V def2-TZVPD RIJCOSX def2/J DEFGRID3
* xyz 0 1
O -0.467 -2.029 -1.520
C -0.179 -1.052 -0.860
N 0.554 -1.141 0.278
H 0.853 -0.298 0.741
C 1.142 -2.383 0.717
H 0.544 -3.192 0.291
H 1.105 -2.428 1.808
C 2.598 -2.553 0.252
O 3.456 -1.586 0.821
C 3.583 -0.348 0.259
C 4.307 0.571 1.021
C 4.516 1.854 0.561
C 4.008 2.247 -0.668
C 3.298 1.338 -1.429
C 3.081 0.046 -0.978
H 2.520 -0.633 -1.600
H 2.901 1.629 -2.391
H 4.167 3.252 -1.028
H 5.077 2.552 1.164
H 4.697 0.248 1.973
H 2.973 -3.514 0.616
H 2.649 -2.550 -0.840
C -0.618 0.357 -1.209
H -0.714 0.409 -2.295
H 0.144 1.072 -0.889
C -1.973 0.728 -0.580
C -3.086 -0.201 -1.064
C -4.431 0.221 -0.481
C -4.376 0.227 1.044
C -3.265 1.152 1.530
C -1.922 0.720 0.949
H -1.135 1.393 1.300
H -1.691 -0.288 1.300
H -3.218 1.139 2.621
H -3.484 2.176 1.218
H -5.336 0.551 1.451
H -4.184 -0.787 1.402
H -4.683 1.223 -0.837
H -5.211 -0.462 -0.823
H -3.131 -0.182 -2.155
H -2.860 -1.225 -0.763
H -2.210 1.749 -0.906
*
```

Results
Orbital gap: 0.342 hartree
Structure (SMILES): O=C(CC1CCCCC1)NCCOc1ccccc1
E_HOMO: -8.5 eV
E_LUMO: 0.776 eV



#two
C16H23NO2 | ωB97M-V/def2-TZVPD

```
! wB97M-V def2-TZVPD RIJCOSX def2/J DEFGRID3
* xyz 0 1
C 0.109 -1.973 2.032
C -0.022 -0.642 2.690
C 1.292 0.131 2.699
C 1.432 1.525 2.167
O 2.393 -0.449 3.006
C -1.251 0.153 2.352
C -2.290 -0.388 1.457
O -1.387 1.298 2.818
H -0.668 -2.625 2.429
H -0.027 -1.937 0.897
H 1.111 -2.381 2.195
H 0.489 2.064 2.007
H 1.994 2.104 2.922
H 2.028 1.578 1.250
H -2.061 -1.280 0.861
H -3.145 -0.647 2.113
H -2.671 0.387 0.770
C -2.208 0.025 5.347
N -0.783 -0.137 5.173
C 0.057 1.030 5.532
C -0.220 -1.205 4.515
C 0.966 -1.804 5.141
C 1.640 -1.324 6.325
C 2.928 -1.737 6.585
C 3.538 -2.774 5.845
C 4.950 -3.161 6.084
C 2.754 -3.457 4.924
C 1.460 -3.060 4.661
H -2.392 1.001 5.835
H -2.718 0.058 4.380
H -2.666 -0.755 5.960
H -0.466 1.928 5.121
H 0.109 1.149 6.622
H 1.025 0.919 5.100
H -0.968 -1.939 4.138
H 1.229 -0.523 6.947
H 3.567 -1.245 7.358
H 5.263 -3.944 5.384
H 5.622 -2.301 5.970
H 5.092 -3.551 7.100
H 3.195 -4.285 4.368
H 0.865 -3.600 3.937
*
```

Results
Orbital gap: 0.296 hartree
E_HOMO: -7.8 eV
E_LUMO: 0.278 eV



The winner here is #one, beating the second structure by 78.5 kcal/mol.



#one
CH4O2S | ωB97M-V/def2-TZVPD

```
! wB97M-V def2-TZVPD RIJCOSX def2/J DEFGRID3
* xyz 0 1
C -1.288 0.002 -0.102
O -0.962 -0.831 -0.911
O 0.492 0.330 1.168
S 1.643 -0.296 0.442
H -1.792 -0.265 0.724
H -1.117 1.108 -0.176
H 1.004 -0.735 -0.826
H 2.019 0.686 -0.319
*
```

Results
Orbital gap: 0.371 hartree
E_HOMO: -9.6 eV
E_LUMO: 0.490 eV



#two
CH4O2S | ωB97M-V/def2-TZVPD

```
! wB97M-V def2-TZVPD RIJCOSX def2/J DEFGRID3
* xyz 0 1
S 6.564 -0.877 -0.620
H 7.045 -1.174 -1.845
H 6.641 -2.170 -0.275
O -3.340 -0.292 0.590
C -4.182 0.515 0.787
O -4.210 1.763 0.263
H -4.985 0.489 1.543
H -3.532 1.747 -0.443
*
```

Results
Orbital gap: 0.392 hartree
Structure (SMILES): O=CO.S
E_HOMO: -9.8 eV
E_LUMO: 0.869 eV



The winner here is #two, beating the second structure by 64.8 kcal/mol.